# C60H144F6N21O25P7

A cluster of 13 separate species, C60H144F6N21O25P7 in total at a distorted geometry (ωB97M-V/def2-TZVPD, the OMol25 dataset).

XYZ file:
```
263
Properties=species:S:1:pos:R:3:forces:R:3
C -6.88727 -1.28483 5.00732 0.247 0.893 0.658
C -7.65470 -2.47929 4.54603 1.701 2.011 1.055
O -7.39411 -2.40689 3.15632 -1.518 -4.701 0.667
C -7.23588 -1.19577 2.77481 1.026 4.542 -3.896
O -7.29172 -0.80590 1.58458 0.159 -1.238 4.568
O -6.90579 -0.44105 3.87063 0.134 0.461 -1.310
F -8.92954 -2.16567 4.83705 -1.269 -1.176 -0.502
H -5.89147 -1.56549 5.35040 0.294 0.333 -0.339
H -7.42607 -0.76933 5.80235 0.163 -0.119 0.055
H -7.22400 -3.29517 5.12649 -0.864 -1.048 -1.001
C 0.54259 1.89636 5.91898 0.093 -0.599 -2.316
C -0.82165 1.36505 5.47744 0.488 0.002 2.141
O -1.18630 1.96279 4.28890 -2.336 -3.804 0.253
C -0.25183 2.69328 3.88486 3.851 3.396 -3.157
O -0.26112 3.24046 2.79358 0.590 -0.535 2.111
O 0.76860 2.75023 4.82268 0.442 1.499 -2.139
F -1.59297 2.01839 6.32441 -3.156 0.395 2.741
H 1.29685 1.11084 5.87256 0.244 0.227 0.671
H 0.45431 2.53797 6.79570 0.209 -0.735 0.239
H -0.95699 0.28904 5.58684 -0.344 0.000 -0.759
C -0.77763 -7.66782 0.50888 -1.426 -0.259 -0.845
C -1.50578 -8.29942 1.76167 0.348 2.466 -1.818
O -0.39772 -8.54329 2.53310 0.313 -0.300 1.931
C 0.73331 -8.63290 1.78754 2.549 -0.324 0.692
O 1.84650 -8.85760 2.23835 -2.719 0.341 -0.991
O 0.42492 -8.38189 0.51611 1.330 -0.520 -0.047
F -2.14511 -9.43916 1.49886 -0.300 -1.370 -0.651
H -0.50175 -6.61350 0.48902 -0.448 0.193 0.890
H -1.26876 -7.79911 -0.45530 -0.228 -0.460 0.232
H -2.28100 -7.66946 2.19788 0.618 0.335 0.530
C -2.43477 -5.20430 3.95400 -0.094 -0.137 -0.429
C -2.48266 -4.26272 5.11718 1.503 0.131 -0.610
O -2.87177 -4.97059 6.25754 0.567 -1.718 -0.514
C -3.24353 -6.22241 5.79994 -0.771 -4.253 1.565
O -3.57943 -7.22619 6.44872 0.950 4.289 -1.552
O -3.13768 -6.30421 4.44733 0.049 -1.114 1.232
F -3.47414 -3.46164 4.84556 -3.083 2.951 -0.215
H -1.40611 -5.39908 3.65065 -0.120 -0.484 -0.163
H -3.09172 -4.88322 3.14565 0.817 0.682 -0.273
H -1.59280 -3.63471 5.16028 0.222 -0.313 0.892
C -5.67037 -5.04605 1.31681 -0.812 2.561 1.726
C -5.63091 -3.67733 0.59919 -1.067 -1.150 -1.215
O -4.83126 -4.07131 -0.51189 -0.440 0.993 -0.888
C -4.03665 -5.06140 -0.15639 4.256 -1.574 -1.993
O -3.05362 -5.47967 -0.80113 -3.418 1.361 2.203
O -4.39862 -5.51174 1.05291 0.944 -1.758 -0.264
F -5.00953 -2.63899 1.17345 0.253 -0.159 0.807
H -6.51890 -5.62635 0.95437 0.347 -0.316 -0.296
H -5.76352 -4.91402 2.39477 -0.100 -0.103 0.013
H -6.61011 -3.35570 0.24443 0.156 0.137 -0.045
C 2.13890 -3.48776 5.78788 0.682 -0.378 0.083
C 1.71047 -2.09941 5.73101 -1.869 1.736 -0.721
O 2.71386 -1.44568 4.95934 -1.548 0.702 0.954
C 3.83592 -2.13633 5.08487 2.458 -0.651 0.171
O 4.92630 -1.74934 4.72670 -1.995 -1.003 0.676
O 3.55234 -3.33521 5.69707 1.170 0.193 -0.438
F 1.57469 -1.59847 7.01842 0.748 0.419 -0.316
H 1.79017 -4.02357 4.90506 -0.190 -0.385 0.323
H 1.84822 -3.85084 6.77368 0.165 -0.681 -0.357
H 0.73955 -1.91598 5.27082 0.195 -0.032 -0.366
O -0.60785 -2.14164 3.35222 0.129 0.897 -1.833
P -0.83825 -1.40144 2.04680 -0.606 1.073 -2.438
N -0.91543 -2.46591 0.64509 -1.177 -0.806 0.626
C -0.26494 -3.80489 0.71964 0.461 1.032 1.577
C -1.29955 -2.13771 -0.74936 0.214 1.596 0.632
N 0.41286 -0.25902 1.53572 -1.556 -0.627 -0.949
C 0.35108 0.59654 0.28608 -0.291 -0.441 0.715
C 1.64299 -0.20117 2.29209 -0.293 -0.596 0.581
N -2.32017 -0.48611 2.12323 1.738 0.377 -1.709
C -3.39655 -0.93481 2.96915 -0.576 1.020 0.707
C -2.61873 0.76676 1.28270 1.330 -0.619 0.967
H 0.80421 -3.63587 0.84780 0.281 -0.416 -0.582
H -0.48238 -4.51153 -0.08128 -0.070 0.645 -0.264
H -0.53689 -4.28112 1.66164 -0.337 -0.143 0.086
H -1.96001 -2.81169 -1.29493 0.213 -0.718 0.571
H -0.40261 -1.94242 -1.33713 0.151 -0.335 -0.240
H -1.83870 -1.19214 -0.80699 -0.123 0.112 0.373
H 0.19167 1.63086 0.59086 0.057 0.124 -0.043
H 1.23235 0.56383 -0.35454 0.563 -0.323 0.498
H -0.42581 0.33918 -0.43385 -0.296 -0.244 0.549
H 2.23146 -1.11857 2.27857 -0.075 -0.487 -0.206
H 2.35467 0.53657 1.92147 -0.550 0.475 0.261
H 1.31698 -0.09153 3.32640 0.798 0.558 0.281
H -3.38523 -0.35171 3.89000 0.505 -0.358 0.832
H -4.34951 -0.53765 2.61955 -0.149 -0.681 -0.840
H -3.43255 -2.00252 3.18548 0.092 0.290 -0.271
H -2.53869 0.57721 0.21230 -0.630 -0.186 0.058
H -1.90121 1.56783 1.46034 0.444 -0.243 0.302
H -3.53745 1.26483 1.59248 -0.358 -0.746 -0.155
O -6.88703 4.47520 -3.06791 -1.004 -0.654 0.268
P -7.69702 3.25157 -2.80978 -0.720 0.068 1.957
N -8.09894 2.34095 -4.24209 1.263 0.221 0.557
C -6.91179 1.95607 -5.12227 -0.798 0.203 0.845
C -9.33734 2.82878 -4.89808 0.025 -0.420 -0.013
N -9.24183 3.50689 -2.03698 2.035 0.999 -1.912
C -10.08054 2.37490 -1.67961 -0.336 1.004 -0.226
C -9.79684 4.85560 -1.70601 -0.068 -1.411 -0.687
N -6.92446 2.23981 -1.59283 -0.740 2.224 -3.323
C -6.40476 2.72956 -0.34228 0.141 -0.840 0.220
C -7.16518 0.84265 -1.68515 0.413 0.043 0.097
H -7.22253 1.30364 -5.93829 -0.349 0.149 0.052
H -6.19716 1.37174 -4.54265 -0.128 -0.001 0.288
H -6.33763 2.78860 -5.52886 -0.311 0.331 0.004
H -9.51183 2.35974 -5.86641 0.567 -0.205 -0.061
H -9.38201 3.90416 -5.07035 0.180 0.135 0.142
H -10.20798 2.52183 -4.31854 0.087 0.206 0.198
H -9.89292 1.42017 -2.17093 0.901 0.111 0.234
H -10.06556 2.33203 -0.59056 -0.485 -0.659 0.067
H -11.06546 2.60318 -2.08694 -0.531 0.091 0.555
H -10.81000 4.91719 -2.10326 -0.349 -0.167 0.169
H -9.83211 4.94079 -0.61992 0.053 0.434 0.008
H -9.30306 5.68674 -2.20949 0.650 -0.331 0.343
H -6.16181 3.78640 -0.23205 0.031 -0.110 -0.708
H -7.04291 2.47535 0.50402 -0.514 -0.039 0.107
H -5.53679 2.08369 -0.20964 0.605 0.422 0.511
H -7.88440 0.59485 -0.90451 -0.281 -0.847 -0.268
H -6.23541 0.29631 -1.52660 0.143 -0.301 0.232
H -7.45378 0.68875 -2.72493 -0.547 -0.709 0.389
O -0.99416 4.45639 -4.25691 0.564 -0.744 -1.617
P -1.27053 4.96140 -2.92991 0.711 2.273 3.408
N 0.04952 4.75418 -1.83370 0.465 -1.196 -0.794
C 1.31036 4.10865 -2.30142 -0.957 -0.395 -0.045
C 0.12365 5.20781 -0.40270 -0.884 -0.375 -2.007
N -2.59709 4.38058 -2.10230 -1.421 0.363 -0.057
C -3.98907 4.72577 -2.58561 0.949 0.167 0.190
C -2.53254 2.98763 -1.58493 0.756 0.944 -1.117
N -1.48778 6.64107 -2.89022 -1.243 0.014 -0.998
C -2.05624 7.34938 -1.75366 0.612 -0.245 0.320
C -0.90087 7.50506 -3.93285 0.909 -0.592 0.257
H 1.52158 3.22174 -1.70402 0.168 0.082 0.559
H 2.18773 4.75521 -2.31777 -0.150 0.303 0.311
H 1.25203 3.66705 -3.29626 -0.572 0.495 -0.197
H 0.81684 6.04854 -0.37536 0.051 -0.055 0.501
H 0.39789 4.37113 0.23985 0.362 0.076 0.063
H -0.88461 5.50540 -0.11470 0.201 0.188 0.161
H -4.62522 4.87065 -1.71245 -0.121 -0.546 -0.119
H -4.08683 5.66948 -3.12222 0.690 0.085 -0.009
H -4.35394 3.97633 -3.28798 -0.196 -0.204 0.355
H -1.73575 2.99856 -0.84122 -0.209 -0.559 0.195
H -3.49015 2.59325 -1.24501 0.011 0.559 0.349
H -2.26186 2.36950 -2.44094 0.274 -0.580 0.095
H -2.35668 6.64195 -0.98075 0.016 0.075 -0.098
H -1.26095 7.98231 -1.35992 -0.040 0.198 0.416
H -2.91357 7.99727 -1.93618 -0.150 -0.083 -0.571
H -0.79229 8.53542 -3.59420 -0.452 -0.030 0.236
H -1.35694 7.50175 -4.92284 -0.541 -0.158 0.216
H 0.13195 7.20301 -4.10649 0.187 -0.206 -0.082
O 8.69394 1.46629 0.93934 -0.095 -0.205 -0.361
P 7.94758 0.23469 0.60563 -0.083 -1.175 -1.217
N 7.20543 0.30215 -0.94758 -0.688 1.129 1.198
C 7.34576 1.52154 -1.80686 0.032 -0.798 0.912
C 6.77521 -0.91244 -1.67755 0.887 0.697 0.815
N 6.82034 -0.22512 1.77444 1.730 -2.435 -2.257
C 7.35300 -0.81596 2.99404 0.135 0.538 0.487
C 5.48394 0.23434 1.91916 -0.023 1.049 -0.541
N 8.97016 -1.13234 0.43382 0.204 -0.869 0.714
C 10.45084 -0.96864 0.51395 -1.238 0.143 -0.267
C 8.51446 -2.52830 0.60644 -0.705 0.626 -1.012
H 8.04494 1.27420 -2.60566 -0.097 0.268 -0.276
H 7.72121 2.38236 -1.25355 0.281 -0.369 0.265
H 6.38143 1.86027 -2.18558 -0.128 -0.368 -0.302
H 7.69108 -1.38916 -2.02687 -0.123 -0.260 -0.623
H 6.09419 -0.63116 -2.48078 0.164 -0.052 -0.054
H 6.28004 -1.64934 -1.04518 -0.187 0.205 0.233
H 6.80455 -1.68283 3.36259 -0.494 0.290 -0.163
H 8.37983 -1.18059 2.96638 0.114 0.500 -0.574
H 7.29564 0.02221 3.68850 0.171 -0.411 0.874
H 5.64399 1.15535 2.47971 -1.276 0.012 0.621
H 5.01261 0.50805 0.97521 0.362 0.091 -0.332
H 4.81697 -0.51910 2.33818 0.237 0.153 0.600
H 10.73303 -0.26792 -0.27184 0.340 0.394 0.573
H 10.69196 -0.69305 1.54061 0.531 0.424 -0.238
H 10.98196 -1.88958 0.27339 -0.400 -0.246 0.020
H 7.44348 -2.52318 0.80914 0.099 -0.042 0.704
H 9.08952 -3.16025 1.28323 -0.028 0.483 0.570
H 8.52511 -3.08748 -0.32914 0.427 0.091 -0.506
O -1.91024 -0.38835 -8.08737 0.786 0.015 0.427
P -1.42178 -0.17982 -6.70623 0.994 -0.023 2.269
N -0.56357 -1.52710 -5.95784 -1.053 1.750 -1.017
C -0.06277 -2.59557 -6.81759 -0.658 -0.090 0.594
C -0.34834 -1.61123 -4.51067 0.278 -0.470 -1.002
N -2.71978 0.04586 -5.52805 0.906 0.837 -1.141
C -3.74322 -0.98805 -5.20842 1.182 0.150 0.709
C -3.30384 1.42422 -5.48730 0.129 -1.185 0.664
N -0.26691 1.15371 -6.55120 -1.057 -1.626 0.057
C 0.25338 1.52002 -5.22347 -0.336 -1.093 -0.178
C 0.00367 2.13852 -7.60754 -2.017 -0.280 0.722
H 1.01050 -2.77990 -6.77061 0.285 0.524 -0.003
H -0.38644 -2.41059 -7.84186 0.142 -0.026 0.065
H -0.50513 -3.53090 -6.47470 -0.215 -0.305 -0.144
H 0.69251 -1.84225 -4.28411 0.485 0.418 -0.162
H -0.83339 -2.50088 -4.10897 -0.728 0.133 0.300
H -0.62431 -0.66780 -4.03963 -0.195 -0.456 0.162
H -4.10183 -0.84502 -4.18909 -0.070 0.672 0.248
H -4.64730 -1.02770 -5.81601 0.296 0.079 -0.592
H -3.28490 -1.96794 -5.07467 0.146 -0.090 -0.798
H -2.59092 2.24095 -5.60050 0.256 -0.293 -0.177
H -4.12633 1.54283 -6.19267 -0.040 0.040 -0.150
H -3.68929 1.48211 -4.46937 -0.325 0.434 0.051
H -0.56075 1.41409 -4.50649 0.091 0.410 0.314
H 1.02731 0.80839 -4.93588 0.225 -0.085 0.124
H 0.69166 2.51576 -5.15619 -0.455 0.063 -0.377
H 1.02228 2.51987 -7.53607 -0.057 -0.261 -0.294
H -0.72352 2.91783 -7.37959 0.405 0.871 -0.425
H -0.31804 1.72819 -8.56475 0.610 -0.039 -0.097
O 4.85225 6.71108 0.49484 -0.891 -1.303 1.572
P 4.68641 5.72219 1.61733 0.425 -1.836 -0.673
N 3.59531 6.07599 2.86480 1.705 0.121 1.106
C 3.61950 5.51971 4.25802 1.491 -0.273 -0.822
C 2.33417 6.61543 2.47533 -0.366 0.810 -0.809
N 6.19245 5.28357 2.34489 -2.609 -0.557 -0.601
C 7.05139 4.33970 1.66544 -1.251 -0.594 -0.126
C 6.83621 6.13260 3.25145 0.135 1.728 0.450
N 3.99922 4.16293 1.08204 1.325 2.934 -1.050
C 3.77545 3.17084 2.08132 -0.806 -0.541 -0.490
C 4.14495 3.70182 -0.28691 -0.117 0.055 -0.772
H 4.51254 5.87014 4.77549 0.012 0.219 0.063
H 3.73670 4.43620 4.23894 -0.327 -0.003 0.119
H 2.76640 5.78354 4.88310 -0.180 0.178 -0.602
H 2.41909 7.44845 1.77750 0.425 -0.061 -0.289
H 1.88870 7.10430 3.34173 -0.521 -0.597 -0.002
H 1.77301 5.84176 1.95128 -0.827 0.065 0.428
H 6.43593 3.44679 1.55580 0.456 -0.425 -0.289
H 7.30767 4.68016 0.66220 0.569 0.019 0.031
H 7.89572 4.09127 2.30846 0.095 0.092 -0.339
H 6.12226 6.91021 3.52290 0.164 0.170 0.408
H 7.20071 5.63220 4.14858 -0.010 -0.164 0.115
H 7.66900 6.64615 2.77100 0.316 0.153 0.075
H 3.45038 2.25467 1.58832 0.376 -0.159 -0.220
H 4.68660 2.95136 2.63786 -0.352 0.017 0.622
H 2.86579 3.42113 2.62717 0.394 0.141 0.813
H 3.34745 2.99438 -0.51412 0.102 -0.353 0.234
H 5.10414 3.27659 -0.58226 0.343 -0.490 0.510
H 4.00584 4.43857 -1.07809 -0.123 0.748 0.624
O 2.04663 -5.41861 -1.02084 -0.365 -0.435 0.231
P 3.34579 -4.76967 -0.83234 2.049 0.159 -0.347
N 3.56329 -3.31757 -1.70252 -0.026 0.928 -0.160
C 2.56620 -2.27422 -1.40111 -0.350 0.243 -0.012
C 3.90772 -3.20950 -3.15506 -0.338 -1.291 0.633
N 4.65612 -5.81360 -1.19929 -0.691 4.082 -1.245
C 6.04384 -5.34336 -1.10681 -0.926 -0.130 -0.341
C 4.50807 -7.18536 -1.21158 -0.961 -2.400 0.321
N 3.65209 -4.31267 0.76172 -2.068 -0.612 0.713
C 4.58276 -3.35397 1.19591 1.928 0.947 0.147
C 3.07575 -5.22346 1.78631 0.224 -0.586 -0.773
H 2.92565 -1.24682 -1.45888 0.856 -0.010 -0.141
H 2.10141 -2.30603 -0.41569 0.080 -0.605 0.034
H 1.78878 -2.29578 -2.16482 -0.393 -0.264 0.072
H 4.61647 -4.01496 -3.34742 0.245 0.398 -0.376
H 4.20249 -2.22223 -3.51076 0.833 0.141 0.903
H 3.06059 -3.34603 -3.82725 -0.591 -0.651 0.278
H 6.06318 -4.27196 -1.30635 0.177 0.064 0.465
H 6.47210 -5.63853 -0.14891 0.263 0.304 0.149
H 6.62545 -5.80307 -1.90587 0.074 -0.172 -0.023
H 5.24760 -7.64421 -1.86781 0.279 -0.209 0.343
H 4.52408 -7.52499 -0.17597 0.644 -0.899 0.103
H 3.54859 -7.55950 -1.56867 -0.219 0.517 -0.205
H 4.61868 -2.47687 0.54976 -0.216 0.154 0.076
H 4.52317 -3.04488 2.23947 -0.929 0.126 0.061
H 5.60382 -3.73535 1.20453 0.425 -0.270 -0.290
H 2.07701 -4.94691 2.12418 -0.269 0.052 -0.406
H 3.61610 -5.40046 2.71624 0.854 0.690 -0.214
H 3.08899 -6.21183 1.32692 -0.682 -0.177 0.202
```
Positions in Å, forces in eV/Å.

Results
- electronic energy (eV) = -228364.738
- HOMO (eV) = -7.980
- energy above the lowest of the compared OMol25 structures with the same formula, charge and spin (kJ/mol) = 218.6
- net charge = 0
- HOMO-LUMO gap (eV) = 7.73
- multiplicity = 1